(1)
This record from the Open Molecules 2025 dataset describes a molecular structure, C25H44FN3O6S3 in a non-equilibrium geometry. The level of theory is ωB97M-V with the def2-TZVPD basis set.

Structure (XYZ):
```
82
Properties=species:S:1:pos:R:3:forces:R:3
C 3.324095 -0.100122 2.886373 0.1 -0.3 -0.6
C 3.074283 -1.000811 1.648495 0.7 0.7 0.5
C 3.819643 -0.545275 0.387952 -0.9 0.2 -0.3
C 3.052412 0.489844 -0.450714 0.8 0.2 0.2
C 3.144404 1.928694 0.096116 -0.5 0.2 -0.2
C 1.800670 2.657253 0.164607 0.0 -0.3 0.0
C 0.763718 1.964257 1.052927 -0.2 0.9 -0.3
C -0.655076 2.395337 0.658338 -0.2 -0.4 0.2
C -1.765507 1.583544 1.295370 0.1 0.1 0.4
C -2.540822 0.777597 0.413914 -0.4 -0.4 0.3
C -3.571261 -0.043484 0.794875 0.3 0.2 -0.3
C -4.241327 -0.855999 -0.304106 -0.1 0.1 0.2
C -5.504711 -1.628751 0.009264 -0.1 -0.1 0.3
C -6.772973 -1.066371 -0.534484 0.1 0.0 -0.5
N -5.542364 -2.724380 0.639324 0.3 -0.1 -0.1
C -3.868323 -0.050839 2.193369 -0.4 -0.4 -0.6
N -4.831020 -0.739333 2.824549 -0.1 -0.2 -0.1
S -4.730917 -0.380721 4.374556 0.1 0.2 -0.2
N -3.514236 0.659228 4.350483 0.1 0.0 0.2
C -3.113665 0.754192 3.072766 0.4 0.4 0.6
C -2.041293 1.583705 2.641828 -0.2 0.0 -0.6
C -1.314594 2.389116 3.662980 0.3 -0.2 0.3
C -0.386176 1.522911 4.527352 -0.1 0.0 -0.1
F 0.003416 0.375641 3.844176 0.1 -0.1 -0.1
H 4.258674 0.438368 2.753716 0.1 0.2 0.1
H 3.436599 -0.691481 3.788863 -0.2 0.0 0.2
H 2.511568 0.606943 2.996352 0.0 0.2 0.3
H 2.006899 -0.994757 1.453383 -0.2 -0.5 -0.1
H 3.423121 -1.999976 1.890033 -0.2 -0.3 0.0
H 4.779545 -0.106451 0.646953 0.3 -0.2 0.1
H 3.979579 -1.411999 -0.247408 0.2 -0.2 0.0
H 3.507082 0.502745 -1.438870 -0.1 -0.1 -0.2
H 2.022760 0.178603 -0.597404 -0.2 -0.1 0.1
H 3.786073 2.500769 -0.570841 0.2 0.1 0.0
H 3.614144 1.971773 1.074438 0.1 -0.2 0.2
H 1.383586 2.759136 -0.836685 0.0 0.0 -0.2
H 1.960411 3.667733 0.538679 0.0 0.2 0.0
H 0.820915 0.886679 0.958194 0.1 -0.2 0.2
H 0.955159 2.259419 2.078064 0.1 -0.3 0.4
H -0.731562 2.258134 -0.415484 -0.1 0.1 -0.2
H -0.841754 3.453957 0.847555 0.2 0.2 0.1
H -2.271814 0.808064 -0.632358 0.0 0.0 -0.2
H -4.466309 -0.156811 -1.104147 0.0 0.1 -0.2
H -3.514456 -1.559662 -0.706638 0.1 -0.1 0.0
H -6.889416 -0.017032 -0.276525 -0.1 0.1 0.2
H -7.620469 -1.666384 -0.234325 -0.2 0.0 0.2
H -6.707987 -1.110994 -1.623847 -0.1 0.1 -0.1
H -4.595530 -2.982582 0.923625 -0.1 -0.1 0.1
H -0.743965 3.177564 3.197078 0.1 0.2 -0.2
H -2.037859 2.841822 4.337812 -0.1 0.2 0.0
H -0.886169 1.188727 5.428604 -0.1 0.0 0.1
H 0.521695 2.057033 4.789030 0.1 0.1 0.1
O 2.339360 -4.321238 -0.189252 0.1 0.2 -0.1
S 3.121223 -5.260798 0.553948 -0.2 -0.3 0.2
O 4.534791 -5.087918 0.677611 0.1 0.2 -0.1
O 2.819075 -6.721283 0.003671 0.0 0.0 0.1
C 2.946593 -6.942137 -1.416434 0.1 -0.1 -0.5
C 4.391536 -7.065050 -1.857150 0.1 0.1 0.1
C 2.426417 -5.471113 2.155946 -0.1 -0.1 0.0
H 2.428604 -6.147994 -1.956058 0.0 0.1 0.1
H 2.413231 -7.871233 -1.606640 -0.1 0.0 0.2
H 4.922768 -6.120961 -1.745074 0.0 0.0 0.0
H 4.435457 -7.360011 -2.905738 -0.1 0.0 0.0
H 4.913015 -7.810196 -1.256808 0.0 -0.1 0.0
H 1.357850 -5.638947 2.056565 0.0 0.0 0.0
H 2.617900 -4.553825 2.708527 0.0 0.0 0.0
H 2.913601 -6.312561 2.640931 0.0 0.0 0.0
O -0.463041 3.157941 -2.804959 -0.1 -0.2 0.0
S -1.290130 4.187658 -3.358542 0.1 0.4 -0.1
O -2.658797 3.924120 -3.672854 -0.1 -0.2 0.1
O -0.563208 4.789835 -4.634476 0.0 0.1 0.1
C -0.128359 3.868828 -5.658646 0.1 -0.3 -0.4
C -1.271981 3.385667 -6.527634 -0.2 0.0 0.2
C -1.199401 5.623217 -2.346623 0.1 0.1 0.0
H 0.404673 3.036664 -5.196646 -0.1 0.0 0.1
H 0.589161 4.428680 -6.254667 0.0 0.1 0.1
H -1.962073 2.758916 -5.964550 0.0 0.0 0.0
H -0.882271 2.801613 -7.361397 0.1 0.0 0.0
H -1.838339 4.229977 -6.919925 0.0 0.0 0.0
H -0.155655 5.840863 -2.137580 0.0 0.0 0.0
H -1.733976 5.398200 -1.426216 0.0 -0.1 0.0
H -1.676918 6.448512 -2.867485 0.0 0.0 0.0
```
Positions in Å, forces in eV/Å.

- HOMO (Eh) = -0.30826
- largest force on an atom (hartree/bohr) = 0.02065
- E (hartree) = -2889.098075
- Kohn-Sham gap (eV) = 8.13

=====

(2)
This record from the Open Molecules 2025 dataset describes a molecular structure, C4H7ClNO in a non-equilibrium geometry. The level of theory is ωB97M-V with the def2-TZVPD basis set.

Structure (XYZ):
```
14
Properties=species:S:1:pos:R:3:forces:R:3
C 0.427541 -1.143738 1.244656 -1.0 0.8 1.3
C -0.649433 1.499528 -1.525840 2.1 1.9 0.6
C 0.409896 0.131146 0.629417 2.0 1.0 -3.5
C -0.086262 0.223791 -0.952464 0.1 -5.4 -1.0
N 0.625482 -2.301968 1.391973 0.5 0.7 -1.1
O 0.855979 -3.406366 1.535028 0.4 -2.8 0.6
Cl -0.634254 -1.064560 3.306018 0.4 0.1 -0.8
H -0.778976 1.646797 -2.641421 -0.6 -1.2 1.3
H -1.438794 1.862601 -0.864772 -0.3 0.1 -0.7
H 0.197264 2.227303 -1.430196 -0.6 -0.1 0.3
H -0.292788 0.626380 1.166621 -1.9 2.2 1.8
H 1.441576 0.606374 0.744614 -1.2 -0.5 0.0
H -0.869412 -0.698528 -1.040478 1.5 2.2 0.2
H 0.792179 -0.208759 -1.563156 -1.2 1.0 0.9
```
Positions in Å, forces in eV/Å.

- HOMO (alpha / beta) (Eh) = -0.56622 / -0.56249
- energy above the lowest of the compared OMol25 structures with the same formula, charge and spin (kJ/mol) = 165.1
- largest force on an atom (hartree/bohr) = 0.10690
- E (hartree) = -746.241639
- <S²> = 2.0324
- spin multiplicity = 3
- Kohn-Sham gap (alpha / beta) (eV) = 10.94 / 5.21
- charge = +1

=====

(3)
This record from the Open Molecules 2025 dataset describes a molecular structure, C2H3NS3 in a non-equilibrium geometry. The level of theory is ωB97M-V with the def2-TZVPD basis set.

Structure (XYZ):
```
9
Properties=species:S:1:pos:R:3:forces:R:3
C -0.442840 0.560633 -0.603150 -1.7 1.7 0.7
C 1.098074 -1.669868 -0.134943 0.2 0.5 0.2
H -0.975748 1.803594 1.908079 -0.8 0.3 -1.6
H -0.168496 0.191448 -1.575069 -0.2 -0.4 -0.3
H 0.501199 -2.197431 -0.945738 0.2 1.3 1.1
N -1.457937 1.402415 -0.580350 3.5 -1.7 1.4
S -1.756480 2.347094 0.822663 0.4 -0.7 0.8
S 0.773138 -0.077492 0.684766 -1.9 -0.3 -2.3
S 2.429089 -2.360393 0.423743 0.3 -0.7 0.0
```
Positions in Å, forces in eV/Å.

- HOMO (Eh) = -0.33314
- energy above the lowest of the compared OMol25 structures with the same formula, charge and spin (kJ/mol) = 209.9
- largest force on an atom (hartree/bohr) = 0.07986
- E (hartree) = -1327.236712
- Kohn-Sham gap (eV) = 8.23

=====

(4)
This record from the Open Molecules 2025 dataset describes a molecular structure, C28H30BCoN9 in a non-equilibrium geometry. The level of theory is ωB97M-V with the def2-TZVPD basis set.

Structure (XYZ):
```
69
Properties=species:S:1:pos:R:3:forces:R:3
Co 0.039500 -0.109400 -0.002400 -1.0 -0.3 1.2
C -1.606000 -1.723300 2.963900 0.0 0.0 -0.2
C -0.617700 -0.625600 3.118200 0.0 -0.1 0.2
C -0.166200 -0.070800 4.319000 0.0 0.1 -0.3
C 0.744100 0.895400 3.958100 -0.2 -0.1 -0.1
N 0.830900 0.908000 2.620400 0.1 0.2 0.4
N -0.002100 -0.014400 2.104900 0.1 -0.1 -1.7
B 1.712600 1.788700 1.715500 0.0 -0.4 0.0
N 0.760300 2.593700 0.792300 0.1 0.5 0.1
C 0.520200 3.907600 0.687000 -0.2 0.0 -0.2
C -0.375600 4.112900 -0.336600 0.1 -0.2 0.1
C -0.664800 2.841100 -0.828600 0.2 0.3 0.2
C -1.583400 2.559800 -1.968600 0.0 0.0 0.0
N 0.019600 1.933400 -0.123900 -0.2 -0.3 -0.1
N 2.531400 0.862300 0.769800 0.4 0.2 0.2
C 3.861100 0.789500 0.637800 0.0 -0.1 -0.3
C 4.149800 0.012100 -0.465500 -0.3 0.1 0.1
C 2.912800 -0.371700 -0.980800 0.1 0.0 0.1
C 2.660500 -1.137800 -2.228000 -0.3 0.0 -0.1
N 1.944500 0.132300 -0.201200 0.0 -0.4 0.0
N 2.671700 2.565000 2.588000 0.1 0.4 0.0
C 2.949800 3.866600 2.845600 0.1 0.3 0.1
C 3.897700 3.921400 3.834200 -0.2 0.0 -0.2
C 4.180500 2.577500 4.142900 -0.4 0.4 -0.5
C 5.150800 2.058900 5.137900 0.0 -0.2 0.0
N 3.439800 1.793700 3.386200 0.3 -1.2 0.3
H -1.809800 -2.158800 3.938300 0.0 0.0 0.0
H -1.217100 -2.495200 2.304500 0.0 -0.1 0.0
H -2.543800 -1.361700 2.544000 -0.1 0.0 0.0
H -0.458100 -0.349900 5.309000 -0.1 -0.1 0.2
H 1.323000 1.554400 4.572200 0.2 0.1 0.0
H 0.972100 4.628900 1.329000 0.1 0.1 0.1
H -0.765800 5.045600 -0.682200 -0.1 0.3 -0.1
H -1.603000 3.431900 -2.617100 0.0 0.0 -0.1
H -2.607200 2.402000 -1.625800 -0.1 -0.1 -0.1
H -1.255500 1.715100 -2.572600 0.0 -0.1 -0.1
H 4.521700 1.270900 1.328600 0.0 0.2 0.1
H 5.118100 -0.242300 -0.839200 0.2 0.0 -0.2
H 3.601700 -1.502500 -2.631800 0.0 0.0 0.0
H 2.195600 -0.493800 -2.975000 0.0 0.0 -0.1
H 1.992400 -1.980100 -2.060100 0.0 -0.1 0.0
H 2.499400 4.684900 2.328700 -0.1 0.1 -0.1
H 4.328800 4.796400 4.274100 0.1 0.2 0.0
H 5.643000 2.890100 5.635200 0.1 0.0 0.1
H 5.902300 1.439700 4.651400 0.1 0.0 0.0
H 4.642600 1.445000 5.879300 0.0 0.0 0.1
N -1.944800 -0.026400 -0.327600 0.5 0.3 0.0
C -2.905100 -1.081900 -0.195800 -0.4 -0.8 0.0
C -4.220900 -0.768300 0.120700 0.0 0.0 0.0
C -5.173800 -1.767200 0.218500 0.0 0.0 0.0
C -4.807100 -3.084800 -0.003400 0.0 0.1 0.0
C -3.497000 -3.394600 -0.301600 0.0 0.2 -0.1
C -2.515000 -2.404100 -0.416600 -0.3 0.4 0.1
C -1.106100 -2.784100 -0.579900 0.3 0.0 -0.1
C -0.828600 -4.055300 -1.100000 0.1 0.1 0.0
C 0.401300 -4.651000 -0.928100 0.0 0.0 0.0
C 1.377400 -3.996000 -0.194200 0.1 0.1 0.1
C 1.154200 -2.697300 0.230500 0.1 -0.1 0.1
C -0.036900 -2.028400 -0.056900 0.3 0.1 0.0
H -2.308800 0.789900 0.168500 0.3 0.0 -0.2
H -1.885800 0.231900 -1.318500 -0.2 0.1 0.2
H -4.511400 0.260200 0.297100 0.0 0.1 0.0
H -6.195800 -1.524400 0.461200 -0.1 0.1 0.0
H -5.536400 -3.877800 0.070800 -0.1 0.0 0.0
H -3.236700 -4.431000 -0.431100 0.1 -0.1 0.1
H -1.605500 -4.576100 -1.634700 -0.1 -0.1 0.0
H 0.583500 -5.642300 -1.310000 0.0 -0.1 -0.1
H 2.320200 -4.475400 0.024500 0.0 -0.1 0.0
H 1.934500 -2.201200 0.790800 0.0 0.1 -0.1
```
Positions in Å, forces in eV/Å.

- HOMO (alpha / beta) (Eh) = -0.41542 / -0.41346
- energy above the lowest of the compared OMol25 structures with the same formula, charge and spin (kJ/mol) = 22.7
- largest force on an atom (hartree/bohr) = 0.03328
- E (hartree) = -2985.306828
- Kohn-Sham gap (alpha / beta) (eV) = 6.81 / 7.40
- charge = +1

=====

(5)
This record from the Open Molecules 2025 dataset describes a gas-phase ion, C3H3OS (charge +1) in a non-equilibrium geometry. The level of theory is ωB97M-V with the def2-TZVPD basis set.

Structure (XYZ):
```
8
Properties=species:S:1:pos:R:3:forces:R:3
C -0.301362 0.128887 1.035192 1.4 0.5 -1.9
C -0.358658 0.616493 -0.297111 -1.7 1.6 -0.8
C 0.674551 -0.824606 1.177153 -0.5 -0.5 0.2
O 1.467690 -1.621545 1.203980 0.1 0.0 0.1
S -0.335454 0.317645 -2.054571 1.0 -2.1 0.8
H -0.518985 0.825055 1.848087 0.0 -0.5 -0.1
H -0.764856 1.712651 -0.249748 0.6 -2.0 -0.5
H 0.137074 -1.154579 -2.662982 -0.9 2.9 2.2
```
Positions in Å, forces in eV/Å.

- HOMO (Eh) = -0.55882
- energy above the lowest of the compared OMol25 structures with the same formula, charge and spin (kJ/mol) = 176.4
- largest force on an atom (hartree/bohr) = 0.07249
- E (hartree) = -589.151389
- Kohn-Sham gap (eV) = 8.99
- charge = +1

=====

(6)
This record from the Open Molecules 2025 dataset describes 2 unconnected molecules or ions with the total composition C2H6BrNO2S in a non-equilibrium geometry. The level of theory is ωB97M-V with the def2-TZVPD basis set.

Structure (XYZ):
```
13
Properties=species:S:1:pos:R:3:forces:R:3
C -0.105434 -0.318567 -0.878264 3.3 -0.6 0.7
C -0.124965 0.377367 1.499783 -3.8 1.0 -0.9
N -0.631561 0.570510 0.103343 -0.6 0.7 0.9
O -2.171964 2.405125 -1.107883 1.5 -0.4 0.8
O -1.117340 2.939982 1.115492 0.2 -0.8 -1.2
S -1.009763 2.318532 -0.209533 -1.1 -0.5 -0.1
Br 3.515167 -0.298027 -0.737270 -0.2 0.0 0.0
H -0.212631 -1.412920 -0.595765 -0.1 1.5 -0.1
H -0.498276 -0.121001 -1.822626 -0.9 0.2 -1.6
H 1.121999 -0.201975 -1.063200 -2.2 -0.2 0.6
H 0.795632 0.889856 1.525079 1.4 -0.1 0.9
H -0.941882 0.909791 2.118125 1.8 -0.9 -0.5
H -0.222173 -0.696523 1.631492 0.8 0.0 0.4
```
Positions in Å, forces in eV/Å.

- HOMO (alpha / beta) (Eh) = -0.35405 / -0.36561
- energy above the lowest of the compared OMol25 structures with the same formula, charge and spin (kJ/mol) = 331.8
- largest force on an atom (hartree/bohr) = 0.07882
- E (hartree) = -3257.096611
- Kohn-Sham gap (alpha / beta) (eV) = 5.77 / 7.43